# 1
DFT (ωB97M-V/def2-TZVPD) results for a molecular structure, C3H6N2O3 in a non-equilibrium geometry.

```
14
Properties=species:S:1:pos:R:3:forces:R:3:nbo_charge:R:1
C 2.31142 0.77608 -0.61406 -0.90 -0.10 0.73 -0.343
C 1.41684 -0.12617 -0.15264 1.28 3.20 0.46 -0.235
C 0.40042 0.11868 0.87952 -3.28 -0.39 -0.25 -0.185
N -1.05053 -0.46442 -0.09195 3.65 1.34 0.80 -0.024
N -2.10001 0.38076 -0.03688 1.21 0.90 -0.29 0.598
O -1.83148 1.57474 -0.09868 -0.25 0.03 0.39 -0.447
O -3.16259 -0.13891 -0.10441 -2.78 -0.34 -0.05 -0.409
O -1.36740 -1.76028 0.09033 -1.74 -2.61 -0.65 -0.559
H 2.99325 0.47233 -1.35029 0.84 -0.76 -0.98 0.194
H 2.51627 1.84059 -0.38436 -0.98 -0.79 0.49 0.210
H 1.40647 -1.11906 -0.48785 0.23 -1.20 -0.65 0.217
H 0.02588 1.15661 1.21533 1.01 -1.66 -0.97 0.260
H 0.49835 -0.57416 1.75628 -0.49 0.43 -0.92 0.222
H -2.05691 -2.13679 -0.62034 2.20 1.95 1.89 0.501
```
Forces are in eV/Å.

Results
- Spin multiplicity: 1
- Net charge: 0

# 2
DFT (ωB97M-V/def2-TZVPD) results for 5 unconnected molecules or ions with the total composition C27H36N6O2PS in a non-equilibrium geometry.

```
73
Properties=species:S:1:pos:R:3:forces:R:3:lowdin_charge:R:1
C -0.20696 0.15067 0.82025 -0.08 0.37 0.76 -0.125
C 1.28991 0.37376 0.54893 -0.20 0.00 -0.57 -0.218
C 1.84784 -0.04622 -0.83159 0.19 0.48 -0.57 -0.377
C 0.93582 0.42498 -1.99553 0.18 0.46 0.91 -0.079
N 2.43730 -1.38304 -0.95934 -1.07 0.61 0.62 0.003
C 1.67705 -2.60701 -0.78774 -0.38 -0.86 -0.53 -0.496
C 0.44369 -2.84271 -1.69201 -1.22 0.46 0.05 -0.225
N -0.86932 -2.39025 -1.11157 0.10 0.22 -0.41 -0.024
P 1.22055 -3.04213 0.98234 1.14 -1.39 0.58 0.485
S 2.30534 -4.46468 1.82510 0.02 0.15 0.26 0.056
C 2.69167 -3.77804 -1.22245 0.89 -1.77 -0.08 -0.799
O 2.22799 -4.91356 -1.47558 -1.17 0.64 0.11 -0.097
O 3.88473 -3.48650 -1.26725 0.50 1.05 -0.11 -0.040
H -0.44229 -0.73235 1.41634 0.10 -0.11 -0.21 0.023
H -0.56381 1.00295 1.41339 -0.04 -0.11 -0.01 0.063
H -0.83173 0.11956 -0.06730 0.19 -0.04 -0.11 0.037
H 1.44559 1.45735 0.59930 0.05 -0.05 -0.09 0.095
H 1.94466 -0.03646 1.32091 -0.17 -0.11 0.03 0.089
H 2.71033 0.62737 -0.95141 0.14 -0.29 0.07 0.126
H 1.44854 0.37421 -2.95812 -0.13 -0.40 0.00 0.077
H -0.04972 -0.03961 -1.98429 0.12 -0.17 -0.32 0.034
H 0.76426 1.48711 -1.80417 -0.12 -0.03 -0.14 0.044
H 2.83698 -1.43443 -1.88804 0.51 -0.23 0.21 0.113
H 0.31008 -3.88590 -1.97151 0.73 -0.07 0.25 0.099
H 0.57148 -2.29139 -2.62887 0.31 0.02 0.11 0.109
H -1.42136 -3.20606 -0.87255 0.08 -0.03 0.10 0.041
H -1.38697 -1.94466 -1.86207 -0.08 0.09 0.12 0.047
H 1.30122 -1.95864 1.87000 -0.38 0.28 -0.53 -0.046
H -0.09894 -3.51535 1.07125 -0.01 0.68 -0.42 -0.051
N -2.16215 -3.10678 2.49707 -0.15 0.04 -0.01 0.067
C -3.25005 -3.24797 1.74437 0.03 0.08 -0.09 -0.151
C -4.32611 -4.04999 2.09481 0.05 -0.02 0.05 -0.076
C -4.26239 -4.74793 3.29134 -0.05 -0.02 0.01 -0.088
C -3.13446 -4.61528 4.08400 -0.08 0.01 -0.06 -0.064
C -2.11947 -3.78182 3.63942 0.15 -0.01 0.04 -0.144
H -3.24923 -2.68630 0.81548 -0.03 0.00 0.00 0.098
H -5.18869 -4.12683 1.44667 0.01 0.01 -0.02 0.097
H -5.08038 -5.38709 3.60026 0.00 0.00 -0.01 0.100
H -3.04245 -5.14317 5.02333 0.03 0.01 0.00 0.101
H -1.21598 -3.64167 4.21842 0.00 -0.20 0.07 0.081
N -1.35572 2.65488 -1.98053 -0.30 0.28 -0.06 0.068
C -2.18732 2.24956 -2.93667 0.08 -0.15 0.06 -0.138
C -2.95481 3.11052 -3.70815 0.02 0.02 0.01 -0.067
C -2.85379 4.47055 -3.46890 -0.06 0.05 -0.04 -0.090
C -1.99338 4.91199 -2.47712 -0.09 -0.04 0.05 -0.105
C -1.27008 3.96585 -1.76670 0.06 -0.06 0.15 -0.158
H -2.23495 1.17582 -3.08631 -0.02 0.01 -0.05 0.106
H -3.61285 2.72372 -4.47433 0.01 -0.02 0.01 0.100
H -3.43646 5.17673 -4.04794 0.00 -0.01 0.00 0.105
H -1.88472 5.96602 -2.25807 0.01 -0.01 0.04 0.103
H -0.58102 4.26533 -0.98335 -0.02 0.06 -0.01 0.113
N 0.06312 -0.46515 6.21064 0.10 -0.08 0.07 0.052
C 0.18934 -1.63712 5.58696 -0.05 0.16 0.01 -0.148
C 1.24272 -2.51505 5.79543 -0.05 -0.08 -0.01 -0.060
C 2.22353 -2.15493 6.70290 0.07 -0.04 0.05 -0.079
C 2.11225 -0.94110 7.36199 -0.03 -0.01 -0.02 -0.085
C 1.01676 -0.13901 7.08103 -0.09 0.08 -0.02 -0.172
H -0.59694 -1.87203 4.88179 0.03 0.04 -0.06 0.077
H 1.29301 -3.45326 5.25731 0.04 0.05 -0.10 0.095
H 3.06392 -2.81050 6.89275 0.00 0.00 -0.03 0.105
H 2.85822 -0.62212 8.07769 -0.01 0.03 0.00 0.095
H 0.88799 0.81849 7.57548 0.06 0.00 0.03 0.096
N 2.36033 4.21216 -4.69478 -0.07 0.14 -0.05 0.065
C 1.14385 4.55200 -4.27069 0.03 -0.13 0.04 -0.135
C 0.51828 5.74568 -4.60413 0.18 0.04 -0.11 -0.067
C 1.19749 6.63507 -5.42070 -0.04 0.06 -0.02 -0.086
C 2.46396 6.29956 -5.86938 -0.02 0.00 0.00 -0.082
C 2.99561 5.07987 -5.47915 0.07 -0.12 0.03 -0.158
H 0.65383 3.82478 -3.63274 -0.05 0.02 -0.01 0.090
H -0.47010 5.97027 -4.23555 -0.01 -0.03 0.00 0.073
H 0.74535 7.57781 -5.70396 0.00 0.00 0.00 0.101
H 3.02750 6.96664 -6.50775 0.02 -0.02 0.00 0.097
H 3.98252 4.77285 -5.80867 0.01 0.06 -0.03 0.102
```
Forces are in eV/Å.

Results
- Spin multiplicity: 1
- Net charge: -1

# 3
DFT (ωB97M-V/def2-TZVPD) results for 2 unconnected molecules or ions with the total composition C4H12S in a non-equilibrium geometry.

```
17
Properties=species:S:1:pos:R:3:forces:R:3:nbo_charge:R:1
C -1.42946 1.34755 1.17706 -1.32 -0.49 0.14 -0.775
S 0.23420 1.61371 0.59086 0.56 0.09 -0.36 0.180
C 0.04022 2.65043 -0.91952 -0.58 0.53 1.07 -0.731
H -1.45701 0.91797 2.18141 0.76 0.23 0.12 0.239
H -1.97963 0.56576 0.62889 0.20 0.53 -0.38 0.213
H -2.04310 2.25013 1.26204 0.21 -0.01 -0.30 0.217
H 0.94385 2.61097 -1.52411 -0.16 -0.34 0.01 0.233
H -0.12077 3.68750 -0.62259 0.29 0.08 0.16 0.209
H -0.87078 2.41893 -1.45185 0.04 -0.63 -0.44 0.217
C -0.00449 -3.69155 -0.12967 1.51 0.95 -1.75 -0.610
C 1.08821 -3.24134 -1.13861 -0.13 -0.15 -1.24 -0.604
H 0.54423 -4.41543 0.46055 -0.77 -0.26 0.58 0.208
H -0.80566 -4.09503 -0.75275 -0.11 -0.25 0.63 0.205
H -0.32442 -2.80649 0.40559 -0.27 -0.21 0.49 0.205
H 1.98896 -2.80049 -0.72570 0.05 -0.10 0.48 0.202
H 1.38768 -4.09699 -1.75563 0.20 -0.13 0.35 0.194
H 0.78301 -2.54004 -1.92620 -0.48 0.17 0.46 0.197
```
Forces are in eV/Å.

Results
- Spin multiplicity: 1
- Net charge: 0
- SMILES: CSC.CC

# 4
DFT (ωB97M-V/def2-TZVPD) results for a molecular structure, CH3FIN in a non-equilibrium geometry.

```
7
Properties=species:S:1:pos:R:3:forces:R:3:nbo_charge:R:1
C -0.11306 -0.80183 0.82112 -2.82 0.28 -0.32 0.097
N 0.95607 -1.03744 0.31585 2.17 0.07 -0.64 -0.581
F 0.20767 1.57498 -0.56446 0.98 4.52 -4.63 -0.581
I -1.96898 -0.45345 -0.36665 0.37 -0.30 0.66 -0.054
H -0.29859 -0.80342 1.84896 -0.57 -0.12 1.53 0.177
H 0.89535 -0.81641 -0.65684 0.50 -0.37 -1.10 0.361
H 0.32153 2.33758 -1.39799 -0.63 -4.08 4.50 0.580
```
Forces are in eV/Å.

Results
- Spin multiplicity: 1
- Net charge: 0

# 5
DFT (ωB97M-V/def2-TZVPD) results for 5 unconnected molecules or ions with the total composition CH10O6 in a non-equilibrium geometry.

```
17
Properties=species:S:1:pos:R:3:forces:R:3:nbo_charge:R:1
O -1.90083 -1.34632 3.33302 -0.34 0.40 0.33 -0.525
C -1.83498 -0.99900 2.20189 0.99 -0.53 -0.44 0.637
O -0.65627 -0.61255 1.61385 -0.93 -0.50 0.51 -0.732
H -2.65885 -1.02475 1.47385 -0.25 0.05 0.13 0.092
H -0.66769 -1.01798 0.72691 0.60 0.58 -0.44 0.519
O 1.20788 -0.07134 -3.82699 -0.12 -0.96 -0.18 -0.967
H 2.06855 0.34214 -3.70042 -0.41 0.43 0.32 0.497
H 0.48991 0.54490 -3.68272 0.39 0.55 -0.01 0.473
O 2.50302 1.51463 -1.40838 -0.02 0.09 0.35 -0.958
H 1.67609 1.64062 -0.92492 -0.22 -0.07 -0.13 0.487
H 3.14840 1.56474 -0.69385 0.15 -0.03 -0.21 0.471
O -0.56579 2.08979 0.51697 -0.15 0.00 -0.01 -0.960
H -0.76004 1.41350 1.18258 0.26 -0.03 -0.18 0.488
H -1.43050 2.39452 0.22344 0.08 0.08 0.00 0.466
O 0.45560 -1.17525 -0.84012 -0.46 -0.08 0.68 -0.973
H 1.18388 -1.79660 -0.91000 0.03 0.08 -0.29 0.490
H 0.22766 -0.87050 -1.71832 0.39 -0.07 -0.44 0.497
```
Forces are in eV/Å.

Results
- Spin multiplicity: 1
- Net charge: 0
- SMILES: O=CO.O.O.O.O

# 6
DFT (ωB97M-V/def2-TZVPD) results for a molecular structure, C26H34F6N2NbO2Sn in a non-equilibrium geometry.

```
72
Properties=species:S:1:pos:R:3:forces:R:3:lowdin_charge:R:1
C 5.25208 2.91718 1.92583 0.38 -1.20 -1.36 0.032
C 5.30559 2.12170 0.72488 -0.53 0.74 0.85 -0.062
C 5.37343 0.51468 0.75937 2.85 0.99 2.37 -0.389
O 5.81533 -0.00118 1.81114 -2.06 0.78 -3.68 0.051
O 4.96499 -0.17431 -0.40714 0.14 0.73 2.57 -0.074
C 4.60575 -1.55476 -0.12393 -0.28 -2.33 -0.55 -0.186
C 3.12350 -1.73475 0.47058 0.17 0.79 0.56 -0.179
C 3.01335 -2.77399 1.69199 -0.31 -0.34 -0.58 -0.192
C 1.55920 -3.51076 1.75678 1.02 1.15 1.18 -0.193
C 0.53262 -2.41604 2.34309 0.21 -0.36 0.50 -0.284
C -0.98566 -2.56869 1.84394 0.18 -1.63 0.89 -0.309
Nb -1.69655 -0.91076 0.44532 2.46 0.25 -0.69 1.754
F 0.29639 -0.57161 -0.10294 -2.21 -0.14 0.04 -0.466
N -2.47129 0.63392 -0.79918 0.72 -1.75 -0.46 -0.168
C -1.86075 0.67971 -2.13509 -1.05 2.06 -0.96 -0.329
C -0.47544 1.48986 -2.23053 0.07 -1.17 -1.55 -0.142
C 0.55535 0.53565 -3.04906 1.70 0.33 2.78 -0.394
C 2.06164 1.12771 -3.09971 -0.24 -1.11 -1.10 -0.081
C -2.00321 -2.53941 -1.14517 -1.78 -2.57 -2.68 -0.274
C -3.41624 -2.78590 -1.82737 4.77 -3.25 -1.60 -0.063
C -3.33764 -3.90865 -2.90678 0.63 1.15 0.89 -0.056
C -2.07279 -4.70042 -3.30313 -0.85 2.67 2.70 -0.129
N -0.83722 -4.47067 -2.64325 -3.34 1.95 0.17 -0.012
C -0.85532 -3.45345 -1.65497 -1.15 0.53 -0.30 -0.184
C -1.63269 0.58464 2.19322 -1.17 1.29 1.71 -0.456
F -2.65918 0.16198 3.14771 1.84 0.73 -1.14 -0.111
F -0.38649 0.61966 2.90096 -1.78 -0.09 -0.96 -0.052
C -2.00100 2.08259 1.80195 -0.76 3.10 -0.28 -0.129
C -0.94470 2.96652 1.09519 -3.12 1.11 0.84 -0.036
C -1.26264 4.43937 0.74166 -1.96 -2.70 1.72 -0.051
C -2.64523 5.02761 1.10633 0.76 -2.43 0.44 -0.002
C -3.71994 4.16596 1.80108 3.16 -1.73 -0.26 -0.052
C -5.14905 4.75108 2.20777 0.12 0.35 -0.03 -0.376
F -5.83261 3.92303 3.14154 1.51 2.02 -2.47 0.064
F -5.92195 4.86352 1.01617 1.25 -0.12 2.91 0.057
F -5.05378 6.04932 2.79838 -0.37 -3.12 -1.56 0.060
C -3.39577 2.67992 2.15692 2.04 2.41 -1.57 0.073
H 4.41001 3.68533 2.09683 2.13 -0.35 -1.08 0.078
H 6.04387 2.86775 2.75454 -1.99 -1.09 -0.71 0.088
H 5.29177 2.71984 -0.25981 -1.38 -1.40 1.35 0.100
H 4.62288 -2.09748 -1.14558 0.14 1.11 1.50 0.129
H 5.39101 -2.11121 0.51354 -1.21 1.33 -0.78 0.135
H 2.39170 -1.99835 -0.37040 1.02 0.32 1.17 0.088
H 2.81261 -0.70728 0.88312 0.30 -1.44 -0.79 0.111
H 3.84495 -3.56593 1.60424 -1.21 1.21 0.23 0.116
H 3.13988 -2.16841 2.65915 0.03 -1.13 -1.32 0.125
H 1.24857 -3.92973 0.74348 0.44 0.42 1.38 0.090
H 1.68187 -4.31973 2.57046 -0.45 0.88 -1.67 0.118
H 0.51575 -2.57426 3.49058 0.02 0.43 -1.78 0.127
H 1.00269 -1.39050 2.18298 -0.94 -1.21 0.11 0.068
H -1.66172 -2.66609 2.77964 0.74 0.46 -1.60 0.074
H -1.07531 -3.59727 1.31747 0.04 1.64 0.78 0.051
H -3.42809 -1.25391 0.95619 0.62 0.19 -0.41 -0.039
H -3.49679 0.72293 -0.79939 0.64 0.27 -0.24 0.063
H -2.60329 1.25116 -2.81910 1.15 -1.04 0.89 0.133
H -1.69692 -0.33292 -2.64814 -0.20 0.71 0.60 0.058
H 0.03963 1.69618 -1.23735 -0.84 -0.29 -1.34 0.095
H -0.63382 2.43214 -2.87159 0.36 -1.22 1.33 0.137
H 0.64406 -0.48835 -2.50421 -0.58 1.33 -0.75 0.094
H 0.13530 0.28334 -4.10942 -0.28 2.52 1.73 -0.232
H 2.27848 1.75254 -2.17293 -0.44 -0.75 -1.39 0.106
H 2.19057 1.69013 -4.08877 0.09 -0.39 1.67 0.091
H 2.79356 0.23336 -3.09824 -1.00 1.56 0.03 0.091
H -4.35521 -2.20800 -1.55902 1.39 -1.00 -0.43 0.086
H -4.30104 -4.14463 -3.48923 1.66 0.30 0.99 0.092
H -2.15008 -5.47682 -4.13821 0.30 1.18 1.50 0.109
H 0.16370 -3.25934 -1.14614 -1.74 -0.51 -0.90 0.076
H 0.06901 2.47263 0.86434 -1.69 1.06 0.46 0.099
H -0.41629 5.03930 0.24452 -1.78 -0.80 0.91 0.098
H -2.82721 6.13288 0.84377 0.13 -2.01 0.58 0.116
H -4.21311 2.10171 2.69745 1.53 0.67 -0.85 0.115
Sn 0.30490 -1.05124 -5.19833 -0.04 -2.05 -0.47 1.452
```
Forces are in eV/Å.

Results
- Spin multiplicity: 1
- Net charge: +1

| no. | molar mass (g mol⁻¹) | HOMO-LUMO gap (eV) | energy (a.u.) |
| --- | --- | --- | --- |
| 1 | 118.09 | 9.91 | -452.881057 |
| 2 | 539.67 | 6.03 | -2268.985132 |
| 3 | 92.21 | 9.46 | -557.751198 |
| 4 | 174.94 | 9.35 | -492.147871 |
| 5 | 118.09 | 11.27 | -495.538223 |
| 6 | 732.18 | 2.57 | -2140.556740 |